No. 1
DFT (ωB97M-V with the def2-TZVPD basis set) results for a molecular structure, C8H8GaNO6 at a distorted geometry.

Last column: natural (NBO) charge in e.
CARTESIAN COORDINATES (ANGSTROEM)
O (-3.53660, 2.05326, 1.68940)  -0.252
H (0.56665, -0.58830, 4.54769)  0.232
O (-1.30763, 1.07184, -2.03262)  -0.511
H (2.10889, -3.63153, 3.14928)  0.230
H (0.90678, 0.43287, -2.29006)  0.232
C (2.65276, -2.72377, 3.36765)  -0.426
C (-2.68669, 1.38214, 1.31182)  0.564
O (0.45640, -0.37405, 1.87858)  -0.781
C (1.58173, -0.67664, 4.22641)  -0.439
Ga (-0.99986, 0.18188, 0.62777)  1.129
H (2.12318, -1.01230, 5.08251)  0.242
C (0.21613, 2.04799, -0.03855)  0.401
H (1.89246, 0.33242, 4.05315)  0.241
H (1.40280, -2.14580, 1.20043)  0.187
C (1.02478, -0.49026, -2.93324)  0.630
O (-2.62958, -2.57626, -0.22060)  -0.283
O (1.96649, -1.01995, -3.27142)  -0.243
O (0.67442, 3.08193, -0.35580)  -0.341
H (3.48884, -2.70060, 2.68096)  0.235
C (-0.33452, 0.89588, -1.34655)  -0.077
C (-2.01906, -1.63204, -0.03742)  0.531
C (1.20958, -1.39568, 1.97466)  0.540
H (2.98835, -2.70817, 4.39234)  0.251
N (1.79599, -1.59791, 3.14488)  -0.291

- DFT total energy: -74552.094 eV
- Relative energy (zero: lowest compared OMol25 entry of this formula, charge and spin): 106.1 kcal/mol
- 2S+1: 1
- Strongest force on any atom: 7.65 eV/A
- LUMO energy (alpha / beta): -9.488 / -9.458 eV
- Net charge: +2
- HOMO energy (alpha / beta): -0.5389 / -0.5392 Ha

=====

No. 2
DFT (ωB97M-V with the def2-TZVPD basis set) results for a molecular structure, C33H47N8O4PS4Ta.

Last column: Löwdin charge in e.
CARTESIAN COORDINATES (ANGSTROEM)
H (1.76836, -3.47074, -2.89854)  0.075
H (1.01153, 1.09017, -3.33098)  0.066
C (2.35595, 1.32564, 0.96441)  -0.493
H (4.58710, -1.42318, -3.01166)  0.095
H (3.61509, 3.71710, 5.47881)  0.125
H (-0.47036, -3.82259, -3.99346)  0.070
C (0.53768, -4.98092, 2.11207)  -0.182
H (-3.61375, 0.42974, -1.80585)  0.091
S (-1.70207, 2.20285, 0.32758)  1.019
C (-5.45687, -4.79903, 1.01462)  -0.268
C (-3.00257, 1.29746, -2.00014)  -0.229
N (0.77875, 1.84836, -1.39578)  -0.170
C (0.81772, -1.79621, -5.28327)  -0.096
H (-3.14052, 3.32500, -1.17073)  0.094
C (-4.85624, -3.20064, -0.69491)  -0.024
C (4.24018, 2.29368, 2.45680)  0.038
C (4.45876, 2.93025, 3.67639)  -0.016
C (3.40553, 3.21531, 4.54381)  -0.015
H (-1.21860, 1.82493, -4.11244)  0.148
H (5.46381, 3.21539, 3.95611)  0.125
H (1.04985, -2.84658, -5.11482)  0.073
H (1.03886, -3.46255, -1.32353)  0.034
C (-0.95393, 1.93089, -3.05914)  -0.156
C (-4.19774, -4.59480, 1.63874)  0.005
N (-3.24418, -0.83420, 2.28197)  0.202
C (-5.75818, -4.07714, -0.16526)  0.015
N (-2.44183, -0.45670, 0.03853)  -0.239
H (3.45671, -2.49185, -3.82641)  0.078
C (2.09122, 2.87347, 4.22899)  0.034
H (-0.26211, -3.65410, 0.55051)  0.096
O (-0.48176, 1.85334, 2.83121)  0.054
H (0.98305, 2.83365, -3.26392)  0.148
H (0.99180, 3.94572, -1.50678)  0.141
H (-3.63576, -1.17590, 4.27308)  0.137
C (-2.27489, -0.66635, 1.42058)  -0.528
C (-0.64621, 3.59550, -0.16735)  -0.330
C (2.55413, -0.81720, -2.73733)  -0.390
H (-3.38228, 1.76585, -2.91073)  0.144
H (3.65805, -2.57660, -2.06555)  0.074
C (-1.50838, -1.11677, 3.91283)  0.023
N (-6.34141, -5.65507, 1.53238)  0.183
H (-1.22097, -1.30720, 4.93615)  0.130
S (-2.52416, -1.91155, -0.75274)  0.675
C (0.85779, -3.20403, -2.36213)  -0.364
N (0.97406, 1.14543, 1.14635)  -0.105
H (-3.96025, -5.14124, 2.54223)  0.125
H (-0.19748, -0.14284, -4.37325)  0.058
S (1.79248, -1.52558, 0.45526)  0.754
C (-2.84871, -1.05164, 3.53867)  -0.032
C (0.53122, 1.93153, -2.84920)  -0.173
C (-0.29959, -4.02048, -2.93745)  -0.102
H (1.27039, 3.10331, 4.89488)  0.133
C (2.93505, 1.95371, 2.16137)  -0.097
H (2.14115, -5.57016, 3.47115)  0.098
O (-1.10989, -2.32498, -0.49618)  -0.470
H (-0.03844, -5.07608, -2.85778)  0.096
C (1.50438, -2.99315, 1.26998)  -1.011
H (0.50047, -0.84432, 3.13786)  0.130
C (1.88891, 2.23416, 3.02368)  -0.093
C (2.00545, -5.17933, 2.46649)  -0.365
P (0.80075, -1.36368, -2.49455)  0.930
H (-6.13944, -6.18382, 2.36353)  0.128
H (-7.23283, -5.81292, 1.09329)  0.131
C (-3.60666, -3.01720, -0.07350)  -0.321
C (-0.56469, -0.87036, 2.94140)  -0.081
H (-5.09172, -2.66036, -1.60168)  0.127
N (-1.59951, 0.85679, -2.25112)  -0.155
C (0.70960, 3.20531, -0.75743)  -0.182
C (0.63700, 1.75738, 2.39116)  -0.439
C (-0.00453, -1.18733, -4.14151)  -0.372
C (-3.08390, 2.28712, -0.84608)  -0.344
H (-0.49562, 4.20200, 0.72509)  0.103
O (-2.83952, -1.64666, -2.12886)  -0.276
H (-1.69133, 0.02227, -2.82771)  0.059
H (1.75459, -1.26211, -5.43543)  0.079
H (-6.71293, -4.22834, -0.65122)  0.132
H (2.83405, -0.20787, -1.88013)  0.029
H (0.25090, -1.72993, -6.21110)  0.097
C (-3.29739, -3.71777, 1.10678)  -0.071
O (2.94078, 1.03296, -0.06701)  -0.004
H (2.52083, -5.82256, 1.75602)  0.096
Ta (-0.28818, 0.08831, -0.30940)  1.639
H (0.11796, -5.86090, 1.62838)  0.138
H (-1.36543, 2.88519, -2.73136)  0.121
N (0.50687, -3.84214, 1.18714)  -0.018
H (-3.97258, 2.09033, -0.24968)  0.099
S (2.73706, -3.51250, 2.36851)  1.025
H (-2.35048, -3.55991, 1.60872)  0.100
H (5.05192, 2.07849, 1.77524)  0.134
H (-0.05891, -4.74048, 2.99593)  0.127
C (3.61409, -1.90477, -2.92216)  -0.114
H (-0.97750, -1.68037, -4.06103)  0.078
H (-1.23560, -3.86837, -2.40975)  0.052
H (2.56108, -0.16630, -3.61461)  0.082
H (1.75976, 1.56359, -1.25886)  0.072
H (-1.23471, 4.19296, -0.86025)  0.087
N (-0.96682, -0.64576, 1.68515)  -0.040
H (1.47343, 3.25157, 0.01077)  0.114

- DFT total energy: -109257.103 eV
- Relative energy (zero: lowest compared OMol25 entry of this formula, charge and spin): 20.3 kcal/mol
- 2S+1: 1
- Strongest force on any atom: 0.78 eV/A
- LUMO energy: -8.750 eV
- Net charge: +3
- HOMO energy: -0.5684 Ha

=====

No. 3
DFT (ωB97M-V with the def2-TZVPD basis set) results for a molecular structure, C6H11NO2 at a distorted geometry.

Last column: natural (NBO) charge in e.
CARTESIAN COORDINATES (ANGSTROEM)
O (-1.70515, 0.32794, 0.18416)  -0.693
H (-0.37338, 2.88800, 0.59441)  0.221
N (-0.74047, 0.15780, -1.91124)  -0.891
O (2.55526, -0.06527, 0.86426)  -0.498
H (0.35411, 2.98437, -1.01158)  0.215
C (0.55348, 1.05753, -0.05090)  -0.394
C (0.47381, 2.55855, -0.01145)  -0.613
H (-0.92844, -1.49347, 1.87951)  0.214
H (0.81898, -1.61364, 2.09904)  0.209
H (1.39346, 2.96059, 0.41160)  0.225
C (0.18697, -1.50892, 0.02762)  -0.547
H (-0.09955, -3.01547, 1.55856)  0.209
C (-0.55073, 0.19753, -0.53640)  0.548
H (-0.57913, -1.98730, -0.59001)  0.202
C (1.51124, 0.27807, 0.42545)  0.741
C (-0.01391, -1.92929, 1.47257)  -0.635
H (-1.66476, 0.17961, -2.32011)  0.394
H (1.11390, -1.87258, -0.41766)  0.215
H (0.10637, 0.09536, -2.45537)  0.404
H (-2.41203, -0.19942, -0.21248)  0.472

- DFT total energy: -11982.697 eV
- Relative energy (zero: lowest compared OMol25 entry of this formula, charge and spin): 82.4 kcal/mol
- 2S+1: 1
- Strongest force on any atom: 3.37 eV/A
- LUMO energy: 0.607 eV
- HOMO energy: -0.3093 Ha

=====

No. 4
DFT (ωB97M-V with the def2-TZVPD basis set) results for a gas-phase ion, C31H50F8NO3 (charge +1) at a distorted geometry.

Last column: Löwdin charge in e.
CARTESIAN COORDINATES (ANGSTROEM)
C (6.57248, 1.02195, -1.49123)  -0.127
H (0.74435, -5.32534, 0.95346)  0.119
H (3.72103, 4.02679, 0.42952)  0.167
F (6.35749, 3.85006, 0.97305)  -0.008
C (0.75901, -4.19753, -1.76850)  -0.169
H (1.45196, -4.38882, 3.29958)  0.131
N (0.43086, -0.29013, 1.94150)  0.052
H (3.17873, -3.13663, 1.21028)  0.129
F (6.10475, 1.51910, 1.40748)  0.025
C (5.59536, 2.61491, 0.55151)  -0.135
H (0.45780, 2.20365, -0.62570)  0.148
C (-1.80179, -0.88453, 2.98757)  -0.107
H (-1.82018, -1.03554, 0.03338)  0.142
C (-3.98312, 0.77288, -2.95145)  -0.341
H (2.69752, -2.98768, 3.48940)  0.129
C (-6.39542, 0.02856, 2.02574)  -0.122
H (-3.54820, 0.27921, 1.86262)  0.108
H (3.93519, 3.10675, 2.07185)  0.159
F (8.73278, -0.03992, -2.21628)  -0.037
H (-4.79396, 3.25302, 1.35825)  0.070
O (1.10621, -3.65404, -3.12127)  -0.100
C (0.52101, -2.31246, 3.46592)  -0.163
H (1.45779, -0.54381, 1.95065)  0.180
C (-5.72580, 2.78575, 1.93347)  -0.102
F (4.65697, 2.60838, -1.91129)  0.020
H (0.48601, -0.30042, -0.22747)  0.152
H (8.77719, 1.92071, -1.35096)  0.194
H (-4.66145, 2.83686, -1.02183)  0.092
H (-2.65829, -1.67023, 3.11934)  0.131
H (-7.28721, 0.68206, -0.76795)  0.124
C (-2.37813, 0.24386, 1.89487)  -0.130
F (6.44982, 0.94921, -2.99565)  0.010
H (-5.83956, 0.12285, 3.05398)  0.065
C (-5.46044, 1.48951, -2.79438)  -0.194
H (-3.07062, 2.91790, -3.32956)  0.090
H (-0.21542, -2.96619, 4.13932)  0.144
F (5.90548, -0.19437, -0.97349)  0.018
H (-0.58324, -2.27018, 1.47334)  0.171
C (-6.44625, 1.40724, -0.34592)  -0.090
H (-1.85331, 1.43289, -3.61343)  0.080
C (-3.38985, 0.11647, -1.57350)  -0.165
H (1.89717, 1.85534, 2.40876)  0.133
C (2.78924, -1.59551, -2.69076)  -0.022
H (1.47288, -2.58000, 0.64476)  0.074
C (5.88094, 2.44007, -1.05226)  -0.085
H (-2.80840, -0.87375, -1.90216)  0.124
C (-2.31756, 1.04478, -0.75518)  -0.146
H (2.97877, -4.06700, -1.14926)  0.116
C (8.18930, 0.91742, -1.18128)  -0.047
H (3.77582, -2.01514, -3.16890)  0.127
H (3.39650, -0.66670, -0.69337)  0.077
F (8.43502, 0.26770, 0.12822)  -0.012
H (2.34703, 0.59192, -1.86216)  0.087
H (-2.03057, 1.29877, 2.33150)  0.121
C (2.83702, -0.46192, -1.71897)  -0.005
H (2.35473, -5.86727, -1.35687)  0.129
H (0.99703, -1.52205, 4.20089)  0.128
C (-2.97932, 1.81462, -3.72156)  -0.116
C (-6.18913, 1.41364, 1.12058)  -0.285
H (-6.26082, 0.63600, -2.94941)  0.117
H (-2.75940, 2.01296, -0.26914)  0.114
C (2.05599, -4.79399, -0.95797)  -0.164
H (-4.15368, -0.13810, -3.70478)  0.142
C (1.82696, 2.24785, 1.30762)  -0.174
C (0.43816, 1.87851, 0.51981)  -0.084
H (0.19906, -3.36566, -1.16006)  0.116
H (-7.55512, -0.06832, 2.26368)  0.089
H (-0.41764, 2.53844, 1.01169)  0.138
H (0.31267, 0.39780, 2.74527)  0.175
H (-5.57187, 2.21594, -3.73444)  0.121
H (-4.23222, -0.24853, -0.81661)  0.121
C (-0.03988, 0.31548, 0.63865)  -0.223
H (-6.65495, 3.53369, 1.89652)  0.098
C (-1.66318, 0.07944, 0.42974)  -0.236
H (-6.03245, -0.93070, 1.43706)  0.077
C (-5.65414, 2.36458, -1.42276)  -0.193
H (-6.39386, 3.26162, -1.68729)  0.122
H (-5.45171, 2.54152, 3.05999)  0.076
H (-1.62270, -0.30693, 4.01590)  0.137
H (-0.03843, -5.05705, -1.98996)  0.153
C (2.00953, -3.33928, 1.34515)  -0.225
F (6.80782, 3.55101, -1.48763)  0.016
O (3.06502, 1.90620, 0.53088)  -0.206
H (-1.40495, 1.28522, -1.48507)  0.108
C (1.26489, -2.19487, -3.02197)  -0.272
C (3.99956, 2.98385, 0.89089)  -0.097
C (1.68799, -3.28187, 2.92459)  -0.206
O (0.29833, -1.27952, -3.13077)  -0.042
H (-3.20272, 1.74450, -4.89151)  0.100
C (-0.39346, -1.51932, 2.38038)  -0.247
H (1.85342, 3.43847, 1.38810)  0.142
C (1.78686, -4.86239, 0.69129)  -0.186
H (2.68293, -5.53422, 1.10392)  0.130

- DFT total energy: -62303.783 eV
- 2S+1: 1
- Strongest force on any atom: 8.00 eV/A
- LUMO energy: -3.270 eV
- Net charge: +1
- HOMO energy: -0.3735 Ha

=====

> The highest strongest force on any atom belongs to which entry?

C31H50F8NO3